# C14H20F16NO5PS

A cluster of 3 separate species, C14H20F16NO5PS in total (ωB97M-V with the def2-TZVPD basis set, OMol25).

Properties
charge = 0
ΔE to the lowest compared entry with this formula, charge and spin = 150.5 kJ/mol
structure (SMILES) = FC(F)C(F)(F)COC(F)(F)C(F)F.FC(F)C(F)(F)COC(F)(F)C(F)F.CS(=O)(=O)PC[C@H](O)CN
F_max = 4.2 eV/Å
HOMO level = -0.3290 Ha
E = -90171.0872 eV
HOMO-LUMO gap = 9.07 eV

Each line ends with the Mulliken charge.
Geometry (Å):
C (-0.512, 0.348, 2.053)  -0.83
S (-0.474, 2.109, 1.580)  1.09
O (0.150, 2.935, 2.659)  -0.73
O (0.249, 2.190, 0.271)  -0.71
P (-2.466, 2.918, 1.250)  -0.04
C (-3.659, 2.104, 2.493)  -1.01
C (-4.767, 1.398, 1.616)  0.22
O (-5.065, 2.336, 0.566)  -0.51
C (-6.076, 1.075, 2.421)  -0.61
N (-6.477, -0.351, 2.162)  -0.68
H (-0.350, -0.332, 1.202)  0.20
H (-1.483, 0.090, 2.507)  0.36
H (0.323, 0.149, 2.754)  0.34
H (-2.381, 4.321, 1.539)  0.09
H (-3.107, 1.391, 3.130)  0.45
H (-4.071, 2.922, 3.109)  0.43
H (-4.286, 0.478, 1.220)  0.27
H (-5.182, 1.798, -0.219)  0.29
H (-5.996, 1.263, 3.503)  0.35
H (-6.887, 1.686, 1.980)  0.35
H (-6.311, -0.481, 1.165)  0.29
H (-5.735, -0.904, 2.595)  0.26
C (2.111, -4.246, 1.206)  -0.89
C (0.880, -3.325, 1.010)  1.01
C (-0.171, -3.277, 2.125)  0.06
F (-0.773, -4.455, 2.323)  -0.23
F (-1.156, -2.396, 1.791)  -0.24
F (0.298, -3.616, -0.171)  -0.28
F (1.370, -2.058, 0.894)  -0.28
O (2.120, -5.520, 0.547)  -0.40
C (1.572, -6.655, 1.157)  0.79
C (0.414, -7.237, 0.344)  0.19
F (-0.593, -6.353, 0.220)  -0.21
F (-0.083, -8.329, 0.963)  -0.25
F (1.240, -6.401, 2.430)  -0.28
F (2.558, -7.568, 1.205)  -0.29
H (2.935, -3.714, 0.729)  0.44
H (2.401, -4.331, 2.253)  0.34
H (0.271, -2.946, 3.069)  0.31
H (0.748, -7.517, -0.657)  0.23
C (3.846, 2.120, -3.861)  -0.78
C (3.265, 2.844, -5.102)  0.94
C (3.840, 4.215, -5.473)  0.09
F (3.634, 5.142, -4.529)  -0.22
F (3.235, 4.673, -6.598)  -0.27
F (1.924, 2.913, -4.980)  -0.27
F (3.511, 2.026, -6.166)  -0.33
O (3.112, 2.172, -2.631)  -0.32
C (3.306, 3.215, -1.715)  0.73
C (2.025, 4.020, -1.484)  0.59
F (1.596, 4.600, -2.626)  -0.25
F (2.255, 5.015, -0.595)  -0.27
F (4.350, 3.979, -2.076)  -0.29
F (3.660, 2.632, -0.555)  -0.28
H (3.820, 1.061, -4.121)  0.40
H (4.902, 2.345, -3.709)  0.31
H (4.913, 4.148, -5.673)  0.27
H (1.228, 3.380, -1.102)  0.07

***

# C40H92F8N6O15S4

A cluster of 8 separate species, C40H92F8N6O15S4 in total (ωB97M-V with the def2-TZVPD basis set, OMol25).

Properties
charge = +2
F_max = 7.5 eV/Å
HOMO level = -0.3782 Ha
E = -147678.7419 eV
HOMO-LUMO gap = 5.62 eV

Each line ends with the Mulliken charge.
Geometry (Å):
N (0.619, 1.089, 2.415)  -0.94
S (0.747, 0.959, 0.895)  0.25
O (-0.380, 1.318, 0.067)  -0.35
O (1.618, -0.087, 0.344)  -0.05
F (1.608, 2.298, 0.788)  -0.34
S (0.053, -0.537, 2.707)  0.49
O (1.063, -1.405, 3.368)  -0.56
O (-0.905, -1.172, 1.895)  -0.37
F (-0.792, -0.188, 3.983)  -0.16
C (2.274, -4.627, 1.533)  -1.37
C (1.956, -3.596, 0.371)  0.64
C (1.782, -4.384, -0.890)  -0.99
C (0.747, -3.834, -1.912)  -0.42
N (0.594, -4.719, -3.180)  0.67
C (0.125, -6.196, -2.855)  -0.62
C (-0.684, -6.548, -4.133)  -1.06
C (-1.428, -5.268, -4.525)  0.03
C (-0.526, -4.165, -4.132)  0.85
C (1.795, -4.773, -4.104)  -1.03
H (2.586, -4.074, 2.419)  0.14
H (2.962, -5.457, 1.373)  0.35
H (1.321, -5.115, 1.738)  0.49
H (2.622, -2.746, 0.225)  -0.04
H (1.007, -3.152, 0.673)  -0.05
H (1.444, -5.385, -0.621)  0.37
H (2.765, -4.669, -1.267)  0.45
H (1.056, -2.807, -2.105)  0.21
H (-0.253, -3.890, -1.482)  0.31
H (1.057, -6.758, -2.793)  0.39
H (-0.499, -6.160, -1.963)  0.42
H (-0.027, -6.821, -4.958)  0.31
H (-1.338, -7.417, -4.058)  0.54
H (-1.763, -5.178, -5.558)  0.48
H (-2.347, -5.119, -3.958)  -0.28
H (-0.143, -3.737, -5.059)  0.47
H (-1.145, -3.450, -3.589)  -1.14
H (2.551, -5.369, -3.593)  0.35
H (2.122, -3.743, -4.248)  0.29
H (1.499, -5.161, -5.079)  0.49
C (-2.829, -1.111, -0.936)  -0.05
C (-2.945, -1.023, -2.409)  -0.54
C (-4.260, -1.568, -2.825)  -0.60
C (-4.599, -2.982, -2.389)  -0.46
N (-6.113, -3.389, -2.455)  0.20
C (-6.606, -3.626, -3.953)  -0.75
C (-6.042, -4.911, -4.489)  -0.40
C (-5.884, -5.865, -3.210)  -0.60
C (-6.220, -4.902, -2.021)  -0.62
C (-7.043, -2.430, -1.653)  -1.00
H (-2.264, -2.043, -0.926)  0.17
H (-3.739, -1.215, -0.345)  0.54
H (-2.237, -0.266, -0.585)  -0.79
H (-2.209, -1.672, -2.883)  -0.14
H (-2.820, -0.021, -2.820)  0.55
H (-4.319, -1.454, -3.907)  0.37
H (-4.964, -0.861, -2.386)  0.20
H (-4.442, -3.169, -1.327)  0.50
H (-3.959, -3.753, -2.818)  0.02
H (-7.682, -3.685, -4.115)  0.44
H (-6.484, -2.687, -4.492)  0.54
H (-6.822, -5.324, -5.129)  0.39
H (-5.114, -4.771, -5.045)  0.18
H (-6.628, -6.641, -3.392)  0.36
H (-4.973, -6.464, -3.203)  0.26
H (-7.267, -5.086, -1.780)  0.42
H (-5.669, -5.023, -1.088)  0.45
H (-8.097, -2.677, -1.779)  0.39
H (-7.001, -1.403, -2.018)  0.37
H (-6.684, -2.367, -0.626)  0.43
C (-3.733, 2.574, 0.225)  -0.49
O (-2.999, 3.267, 1.249)  -0.28
C (-3.111, 2.634, 2.514)  -0.69
C (-2.081, 3.062, 3.666)  -0.80
N (-0.643, 3.352, 3.093)  0.58
H (0.032, 3.632, 3.790)  0.52
H (-0.329, 2.449, 2.768)  -0.13
C (-0.504, 4.305, 1.882)  -0.61
C (-1.261, 5.643, 2.002)  -0.82
O (-1.019, 6.056, 3.229)  -0.35
C (-1.319, 7.389, 3.543)  -0.85
H (-3.613, 2.930, -0.798)  0.32
H (-4.803, 2.609, 0.428)  0.45
H (-3.494, 1.513, 0.303)  -0.07
H (-3.008, 1.563, 2.342)  0.30
H (-4.147, 2.785, 2.819)  0.63
H (-2.037, 2.298, 4.442)  0.47
H (-2.341, 4.033, 4.087)  0.54
H (-0.701, 3.652, 1.031)  0.36
H (0.551, 4.520, 2.053)  0.56
H (-2.341, 5.528, 2.095)  0.33
H (-0.990, 6.374, 1.239)  0.58
H (-0.567, 8.028, 3.080)  0.35
H (-1.286, 7.478, 4.629)  0.25
H (-2.231, 7.823, 3.132)  0.34
C (4.288, 2.937, 8.047)  -0.81
O (3.770, 2.416, 6.844)  -0.34
C (3.310, 1.027, 6.696)  -0.78
C (2.105, 0.712, 5.873)  -0.37
N (2.211, 1.500, 4.551)  0.95
H (1.544, 1.248, 3.837)  -0.62
H (1.913, 2.465, 4.535)  0.52
C (3.583, 1.483, 3.756)  -1.15
C (3.946, 0.153, 3.277)  0.13
O (3.915, -0.776, 4.368)  -0.22
C (4.271, -2.081, 3.951)  -0.64
H (5.203, 2.473, 8.415)  0.32
H (3.552, 2.822, 8.843)  0.34
H (4.581, 3.984, 7.978)  0.25
H (3.106, 0.673, 7.706)  0.61
H (4.183, 0.452, 6.389)  0.27
H (1.188, 1.106, 6.310)  0.68
H (1.916, -0.357, 5.769)  0.21
H (4.327, 2.027, 4.338)  0.56
H (3.413, 2.181, 2.936)  0.36
H (4.841, 0.182, 2.656)  0.60
H (3.099, -0.058, 2.625)  0.01
H (4.982, -2.104, 3.125)  0.29
H (3.367, -2.519, 3.527)  -0.01
H (4.649, -2.698, 4.766)  0.32
C (1.128, 4.133, -5.853)  -1.31
C (2.513, 3.986, -5.149)  -0.19
N (2.495, 3.199, -3.817)  0.42
C (1.411, 3.685, -2.913)  -1.31
C (2.357, 1.663, -4.092)  -0.84
C (2.179, 0.678, -2.917)  -0.14
C (3.952, 3.412, -3.275)  -0.41
C (4.447, 4.834, -2.876)  -0.90
O (3.578, 5.147, -1.844)  -0.08
C (3.692, 6.511, -1.421)  -0.94
H (0.687, 5.122, -5.728)  0.37
H (0.422, 3.395, -5.472)  0.29
H (1.267, 3.918, -6.913)  0.37
H (2.748, 5.022, -4.901)  0.18
H (3.329, 3.543, -5.719)  0.57
H (1.536, 3.243, -1.924)  0.50
H (0.398, 3.477, -3.256)  0.36
H (1.362, 4.743, -2.655)  0.33
H (3.195, 1.544, -4.779)  0.42
H (1.507, 1.405, -4.723)  0.45
H (1.832, -0.250, -3.371)  0.20
H (1.423, 0.928, -2.172)  -0.02
H (3.087, 0.344, -2.415)  0.09
H (4.661, 3.025, -4.007)  0.50
H (4.065, 2.822, -2.366)  0.14
H (4.155, 5.481, -3.703)  0.35
H (5.506, 4.953, -2.648)  0.52
H (3.413, 6.576, -0.370)  0.24
H (3.083, 7.214, -1.988)  0.33
H (4.718, 6.822, -1.222)  0.37
C (5.416, -0.586, -0.459)  0.44
F (4.383, 0.135, -0.154)  -0.03
F (6.126, -0.799, 0.596)  -0.25
F (5.128, -1.765, -1.063)  -0.25
S (6.531, 0.428, -1.650)  1.16
O (7.426, -0.574, -2.186)  -0.68
O (5.572, 0.992, -2.680)  -0.62
O (7.248, 1.431, -0.854)  -0.71
C (-4.113, -0.188, 5.646)  0.46
F (-4.350, 0.762, 4.718)  -0.23
F (-4.401, -1.366, 5.090)  -0.21
F (-2.760, 0.030, 5.885)  -0.18
S (-5.216, 0.147, 7.276)  1.08
O (-4.737, -1.002, 8.049)  -0.63
O (-4.885, 1.516, 7.801)  -0.62
O (-6.624, -0.047, 6.784)  -0.63

***

# C9H14NO

A cluster of 2 separate species, C9H14NO in total (ωB97M-V with the def2-TZVPD basis set, OMol25).

Properties
charge = +1
ΔE to the lowest compared entry with this formula, charge and spin = 447.6 kJ/mol
F_max = 5.0 eV/Å
HOMO level = -0.4596 Ha
E = -13086.0686 eV
HOMO-LUMO gap = 9.37 eV

Each line ends with the Mulliken charge.
Geometry (Å):
C (-3.455, 0.710, -0.323)  -0.12
C (-2.248, 0.765, -0.988)  -0.75
C (-3.295, -0.190, 0.659)  -0.62
C (-1.381, 0.006, -0.278)  0.46
C (1.121, 1.920, -0.178)  -0.50
C (0.955, 1.662, 1.260)  -0.46
C (1.436, 0.505, 0.277)  -0.43
C (1.053, -1.455, -1.337)  -1.31
C (0.647, -0.698, -0.167)  0.48
N (0.295, -1.729, 0.893)  -0.18
O (-1.989, -0.609, 0.758)  -0.48
H (-4.478, 1.149, -0.535)  0.34
H (-2.039, 1.483, -1.751)  0.43
H (-3.958, -0.398, 1.468)  0.44
H (0.271, 1.951, -0.729)  0.12
H (2.014, 2.614, -0.596)  0.25
H (1.770, 1.916, 1.933)  0.29
H (-0.017, 1.541, 1.705)  0.27
H (2.604, 0.305, 0.359)  0.47
H (2.147, -1.456, -1.231)  0.43
H (0.848, -2.556, -1.328)  0.41
H (0.825, -0.925, -2.367)  0.28
H (-0.759, -1.675, 0.811)  0.46
H (0.612, -1.245, 1.740)  0.42
H (0.667, -2.635, 0.661)  0.31

***

# C3H12O4

A cluster of 3 separate species, C3H12O4 in total (ωB97M-V with the def2-TZVPD basis set, OMol25).

Properties
charge = 0
ΔE to the lowest compared entry with this formula, charge and spin = 153.5 kJ/mol
structure (SMILES) = OCCCO.O.O
F_max = 3.7 eV/Å
HOMO level = -0.3823 Ha
E = -11494.1709 eV
HOMO-LUMO gap = 10.90 eV

Each line ends with the Mulliken charge.
Geometry (Å):
C (0.328, -0.880, 1.287)  -0.54
O (1.185, -1.519, 2.255)  -0.53
C (1.175, 0.176, 0.529)  -0.34
C (0.325, 0.770, -0.501)  -0.47
O (1.055, 1.617, -1.468)  -0.51
H (-0.562, -0.574, 1.869)  0.27
H (-0.157, -1.508, 0.582)  0.31
H (0.739, -1.625, 3.072)  0.31
H (2.069, -0.378, 0.209)  0.30
H (1.467, 0.921, 1.249)  0.31
H (-0.538, 1.401, -0.111)  0.25
H (-0.114, 0.086, -1.107)  0.34
H (1.720, 1.881, -0.867)  0.31
H (-3.942, 0.211, 1.649)  0.32
H (-5.041, 0.146, 0.600)  0.31
O (-4.069, 0.076, 0.685)  -0.62
H (0.756, -0.623, -3.352)  0.30
H (1.910, 0.404, -3.281)  0.32
O (1.692, -0.582, -3.298)  -0.64

***

# C15H30AsF6N3O8PZr

A structure of composition C15H30AsF6N3O8PZr (ωB97M-V with the def2-TZVPD basis set, OMol25).

Properties
charge = +2
ΔE to the lowest compared entry with this formula, charge and spin = 77.9 kJ/mol
spin multiplicity = 2
F_max = 0.5 eV/Å
HOMO level (spin up / spin down) = -0.5711 / -0.5714 Ha
E = -124598.4522 eV
HOMO-LUMO gap (spin up / spin down) = 9.91 / 6.61 eV
expectation value of S² = 0.7553

Each line ends with the Mulliken charge.
Geometry (Å):
Zr (-0.201, -0.104, -0.769)  1.19
O (-2.145, -2.822, 0.399)  -0.29
C (-3.474, -2.945, -0.069)  -0.65
C (-4.326, -1.818, 0.508)  -0.60
N (-4.143, -0.500, -0.080)  0.29
C (-4.085, -0.320, -1.516)  -1.13
C (-2.586, -0.095, -1.801)  1.26
O (-2.099, 1.044, -1.690)  -0.47
O (-1.844, -1.115, -1.877)  -0.45
C (-3.977, 0.635, 0.774)  -1.06
C (-2.476, 0.837, 1.214)  0.48
O (-2.208, 1.721, 1.967)  -0.53
O (-1.656, -0.024, 0.678)  0.49
H (-1.723, -3.682, 0.310)  0.17
H (-3.934, -3.871, 0.284)  0.58
H (-3.509, -2.953, -1.162)  0.31
H (-4.152, -1.734, 1.579)  0.37
H (-5.384, -2.072, 0.349)  0.42
H (-4.654, 0.566, -1.793)  0.48
H (-4.449, -1.208, -2.024)  0.41
H (-4.568, 0.504, 1.681)  0.49
H (-4.278, 1.547, 0.262)  0.38
C (2.874, -2.368, 4.237)  -1.19
C (2.542, -0.905, 4.095)  -0.24
O (2.241, -0.570, 2.695)  -0.23
P (0.731, -0.450, 2.225)  -0.36
O (0.713, -1.432, 0.806)  0.06
C (1.656, -2.566, 0.667)  0.06
C (0.911, -3.868, 0.523)  -1.57
O (0.865, 0.826, 1.168)  0.00
C (0.988, 2.169, 1.747)  -0.61
C (2.388, 2.683, 1.530)  -1.03
H (3.141, -2.576, 5.273)  0.44
H (3.723, -2.641, 3.611)  0.32
H (2.018, -2.996, 3.982)  0.27
H (3.385, -0.269, 4.350)  0.30
H (1.687, -0.622, 4.711)  0.42
H (2.283, -2.558, 1.553)  0.41
H (2.284, -2.349, -0.191)  0.14
H (0.255, -4.036, 1.379)  0.37
H (1.633, -4.684, 0.489)  0.55
H (0.342, -3.893, -0.406)  0.25
H (0.738, 2.099, 2.808)  0.58
H (0.227, 2.782, 1.273)  0.36
H (3.119, 2.052, 2.033)  0.27
H (2.470, 3.695, 1.926)  0.44
H (2.631, 2.704, 0.467)  0.09
F (1.985, -0.068, -1.430)  -0.53
As (1.781, -0.977, -3.025)  2.19
F (0.640, -1.903, -1.902)  -0.59
F (3.040, -2.005, -2.591)  -0.42
F (1.265, -1.840, -4.363)  -0.41
F (2.706, 0.181, -3.818)  -0.44
F (0.321, 0.076, -3.069)  -0.39
C (0.298, 4.653, -3.388)  -0.93
N (1.185, 3.849, -2.532)  0.00
C (2.627, 4.136, -2.555)  -0.89
C (0.712, 2.890, -1.823)  0.44
N (0.273, 2.019, -1.189)  -0.21
H (0.625, 4.565, -4.423)  0.35
H (0.344, 5.695, -3.076)  0.35
H (-0.723, 4.292, -3.299)  0.30
H (2.995, 4.022, -3.574)  0.34
H (3.152, 3.441, -1.906)  0.29
H (2.797, 5.156, -2.215)  0.35